[1]
{
  "formula": "C15H26BrI3NbOS",
  "method": "ωB97M-V/def2-TZVPD",
  "largest_force_ev_per_a": 1.788,
  "orbital_gap_ev": 6.788,
  "homo_energy_ev": -5.364,
  "energy_ev": -124759.0092,
  "charge": -1,
  "elements": ["C", "C", "I", "C", "I", "Nb", "O", "S", "Br", "I", "C", "C", "C", "C", "C", "C", "H", "H", "H", "H", "H", "H", "H", "H", "H", "H", "H", "H", "C", "C", "C", "C", "C", "C", "H", "H", "H", "H", "H", "H", "H", "H", "H", "H", "H", "H", "H", "H"],
  "xyz": [[6.9691, -1.8298, -0.0200], [5.6730, -1.7352, 0.7498], [4.9337, 0.2708, 0.3727], [4.5337, -2.6984, 0.4141], [5.3128, -4.4617, -0.5872], [3.0963, -3.3250, 2.0866], [2.5815, -4.8246, 1.0138], [3.7708, -1.4770, 3.5650], [4.9607, -4.6876, 3.3030], [1.0673, -4.0476, 3.9527], [1.5851, -2.0579, 1.0571], [0.8678, -2.5994, -0.0207], [-0.0845, -1.8762, -0.7231], [-0.3546, -0.5649, -0.3566], [0.3210, 0.0006, 0.7132], [1.2713, -0.7335, 1.4032], [7.5913, -0.9723, 0.2152], [6.8108, -1.8507, -1.0946], [7.4967, -2.7314, 0.2824], [5.8722, -1.7719, 1.8142], [3.9473, -2.2620, -0.3881], [2.6016, -4.7330, 0.0535], [3.5656, -0.3509, 2.8912], [1.0236, -3.6257, -0.3161], [-0.6158, -2.3417, -1.5401], [-1.0992, 0.0103, -0.8911], [0.1120, 1.0166, 1.0162], [1.7581, -0.2687, 2.2416], [-4.6638, 3.3816, -3.3911], [-5.4054, 2.8378, -2.1736], [-5.1436, 3.6286, -0.8930], [-3.6827, 3.6467, -0.4396], [-3.0657, 2.2675, -0.2154], [-3.7561, 1.4490, 0.8707], [-3.5827, 3.3461, -3.2524], [-4.8966, 2.8040, -4.2864], [-4.9407, 4.4209, -3.5823], [-5.1365, 1.7892, -2.0225], [-6.4802, 2.8472, -2.3737], [-5.7690, 3.2241, -0.0929], [-5.4752, 4.6617, -1.0411], [-3.6157, 4.2192, 0.4908], [-3.0797, 4.1924, -1.1705], [-2.0150, 2.3973, 0.0551], [-3.0661, 1.7019, -1.1518], [-3.7339, 1.9769, 1.8265], [-3.2601, 0.4884, 1.0114], [-4.8004, 1.2482, 0.6240]],
  "lowdin_charge": [-0.300, -0.911, 0.831, -0.910, 0.794, 0.963, -0.559, 0.145, -0.128, -0.044, -0.351, -0.143, -0.098, -0.108, -0.100, -0.177, 0.046, 0.049, 0.040, 0.008, -0.037, -0.054, -0.318, 0.072, 0.094, 0.080, 0.091, 0.031, -0.114, -0.273, -0.232, -0.228, -0.276, -0.102, 0.065, 0.067, 0.072, 0.098, 0.102, 0.099, 0.106, 0.109, 0.100, 0.097, 0.093, 0.076, 0.067, 0.064]
}

---

[2]
{
  "formula": "C5H6N2O3",
  "method": "ωB97M-V/def2-TZVPD",
  "largest_force_ev_per_a": 13.763,
  "orbital_gap_ev": 10.807,
  "homo_energy_ev": -10.531,
  "energy_ev": -14401.0626,
  "smiles": "CC(=O)N[C@@H](C#N)C(=O)O",
  "elements": ["C", "C", "O", "N", "C", "C", "N", "C", "O", "O", "H", "H", "H", "H", "H", "H"],
  "xyz": [[1.2733, 1.9092, -2.1566], [0.2537, 0.9285, -1.5882], [-0.8617, 1.0031, -1.6855], [0.8235, -0.1020, -0.7322], [-0.1191, -0.7506, 0.0444], [0.4643, -1.9455, 0.6401], [0.9526, -2.9031, 1.2833], [-0.6965, 0.0681, 1.2234], [0.0333, 0.9258, 1.8048], [-1.9946, -0.0698, 1.5235], [1.5784, 2.6666, -1.1965], [1.0255, 2.3454, -3.3222], [2.2038, 1.4973, -2.0348], [1.6146, 0.1385, -0.0581], [-0.8135, -0.9272, -0.4615], [-2.5123, -0.8153, 1.0935]],
  "lowdin_charge": [-0.006, -0.558, 0.179, 0.092, -0.324, -0.073, 0.158, -0.392, 0.081, 0.134, 0.163, 0.169, 0.000, 0.180, 0.028, 0.170]
}